98
Properties=species:S:1:pos:R:3:forces:R:3:lowdin_charge:R:1 method="wB97M-V/def2-TZVPD" e_homo_ev=-9.76 smiles="O=[N+]([O-])c1ccccc1.O=[N+]([O-])c1ccccc1.O=[N+]([O-])c1ccccc1.O=[N+]([O-])c1ccccc1.O=[N+]([O-])c1ccccc1.O=[N+]([O-])c1ccccc1.O=[N+]([O-])c1ccccc1" spin_multiplicity=1 e_tot_ev=-83196.8038 relative_energy_ev=1.694 orbital_gap_ev=8.56 e_lumo_ev=-1.2
H 2.4802 1.0319 3.9052 0.0 -0.1 -0.2 0.12
C -6.4487 -0.8840 -3.1250 0.2 0.3 0.7 -0.16
H 1.5086 -3.4309 1.0251 0.9 0.4 0.5 0.07
O -3.8663 -4.0671 -0.2230 1.5 1.1 1.6 0.06
O 0.7533 2.5587 -0.2885 1.1 1.1 -0.3 0.07
C 4.3360 -0.7471 -2.9710 -1.0 -1.6 1.4 0.00
C 2.0505 -3.8420 3.8773 -0.2 1.2 0.5 -0.08
C 3.3829 0.7399 -1.3610 -0.3 -0.7 1.8 -0.01
N -7.5091 -1.1427 -4.0674 -1.5 -0.6 -0.8 -0.36
O 3.8676 -2.7512 -1.1359 -0.1 0.0 0.0 0.07
C -2.3334 3.3397 4.6221 -0.7 -2.7 -0.2 -0.05
C 0.7379 -3.6342 0.3366 -1.6 -0.4 0.0 -0.06
H -1.2059 -1.2310 3.3989 1.0 0.6 -0.4 0.13
C -0.8636 3.5049 -3.9311 -0.3 -1.0 2.6 -0.01
C -1.2929 4.1629 -5.0299 0.1 0.7 -0.8 -0.18
H -3.8888 1.1945 -2.6783 0.1 0.0 0.1 0.09
C 4.2538 1.6030 -3.3669 -0.4 0.1 -0.5 -0.06
N 1.5879 4.1941 5.6828 2.2 -2.3 0.2 -0.34
C -1.4103 -4.2637 -1.3651 -1.1 -0.7 -2.2 -0.01
C 3.2941 -5.5320 2.7018 -0.8 0.0 0.0 -0.06
C -0.4822 4.4743 -6.0989 1.8 -1.1 0.3 0.00
H 0.1306 -5.0010 -2.7283 -0.3 0.4 1.0 0.12
O -3.2914 4.5329 -4.0472 -1.3 -0.1 0.9 0.09
O -3.1051 -2.7382 1.3744 0.2 -1.3 -1.6 0.04
H -5.6210 0.6775 -4.4091 -0.1 -0.3 0.4 0.13
H 4.9544 -4.8900 1.5545 0.6 0.2 -0.2 0.12
H 0.5465 1.7733 5.5039 0.0 0.4 0.1 0.10
C 3.6274 1.8095 -2.1561 0.6 0.9 -0.6 -0.08
O -7.3804 -0.6794 -5.1849 0.1 0.0 -0.1 0.07
H 1.3564 4.1669 -7.0162 0.7 -0.1 0.4 0.10
H -0.7906 -2.7239 1.5547 0.1 -0.3 -0.2 0.09
O 2.9096 -1.4409 0.2581 -0.2 0.5 0.2 0.07
C -5.5602 0.1270 -3.4694 0.5 -0.3 1.1 0.00
C 4.1077 -3.3197 2.7805 -2.0 0.0 0.3 -0.17
H -2.4588 5.4259 4.1395 -0.1 -0.1 0.3 0.12
O -8.4993 -1.7868 -3.7292 0.8 0.3 0.2 0.07
C -6.4177 -1.5989 -1.9199 -0.3 -0.5 -1.4 0.00
O 4.8061 -1.1665 2.7983 -0.6 0.9 0.7 0.06
C 4.5054 0.3051 -3.8051 0.7 1.1 -0.4 -0.06
H -0.2304 5.9314 5.0397 -0.2 -0.6 0.1 0.13
H 0.9032 -0.7308 4.6574 -0.1 0.2 0.1 0.11
C 0.2141 3.8905 5.4361 -0.3 -0.4 -0.4 -0.18
N -2.9378 -3.4816 0.3842 -3.1 0.5 -0.4 -0.30
C 1.4508 1.3077 2.0162 -0.9 0.2 0.8 0.01
H -1.7375 1.1608 4.9986 -0.1 1.3 -0.2 0.12
C 3.7539 -0.5446 -1.7153 -0.2 0.9 -0.4 -0.11
C 2.9991 -2.8881 3.5291 0.8 -0.6 -0.7 0.01
C -1.8609 4.6314 4.5737 -0.8 -0.1 0.0 -0.08
H -1.6109 -0.1524 1.2960 -0.2 0.3 -0.5 0.11
C 0.4640 3.0788 -3.8455 0.5 -0.6 0.8 -0.06
H 2.9594 -1.8033 3.6912 -0.4 -0.8 0.2 0.10
H 1.1749 -3.4337 4.3765 0.0 -0.6 0.2 0.10
C -0.0848 -4.5534 -1.7320 -0.4 -0.6 -0.3 -0.05
C -1.6464 -3.6489 -0.1723 2.5 0.3 1.5 -0.19
H 0.8439 2.5948 -2.8924 -0.6 0.6 -1.4 0.10
H 1.5782 -6.0042 3.8997 0.2 1.1 -0.4 0.12
C -1.4647 2.2451 4.9859 -0.6 1.1 -0.2 -0.04
O 1.9615 5.3199 5.5407 0.4 1.1 0.2 0.10
H -1.5889 3.3352 -3.0727 1.2 0.2 -1.2 0.14
C 0.9539 -4.3530 -0.8191 0.4 0.6 -1.5 -0.06
C -0.1582 2.5767 5.3175 -0.5 -1.5 0.4 -0.03
H 4.5499 -1.7558 -3.2742 0.2 -0.2 -0.1 0.12
C -5.4173 -1.3903 -1.0052 1.1 0.3 0.4 -0.08
O -2.9953 5.2703 -6.0394 -0.6 0.4 -0.5 0.09
N 3.4776 -1.6494 -0.7883 0.7 -0.6 -0.6 -0.32
H -5.3130 -2.0425 -0.1047 -0.2 0.8 -0.9 0.10
H 3.2624 -6.5246 2.2518 0.4 0.1 0.4 0.11
C -4.5873 0.3890 -2.5040 0.4 -0.7 1.2 -0.04
H -7.1097 -2.4230 -1.8502 -0.2 0.1 0.3 0.12
N 4.9171 -2.2623 2.2977 1.7 1.4 0.1 -0.38
H -2.3126 -4.4757 -2.0307 1.6 0.2 0.9 0.15
C -0.5656 -3.2813 0.6485 -0.3 0.2 0.4 0.02
H 2.3361 2.9434 -4.9613 0.1 -0.2 0.3 0.08
C -0.4367 -0.5246 2.9924 0.0 -0.6 1.3 -0.09
H -3.7547 -0.1373 -0.5122 0.1 0.1 -0.5 0.09
C -0.6140 4.9033 5.0648 0.5 1.9 -0.5 -0.01
C 1.6521 0.7386 3.2671 -0.6 -0.8 -0.1 -0.06
H -0.8484 4.9757 -6.9600 -0.3 0.4 -0.4 0.11
N -2.6466 4.6872 -5.0434 0.6 0.0 -0.3 -0.37
C -0.7012 0.1026 1.7970 0.7 -0.1 0.3 -0.01
H 3.3764 2.7918 -1.7591 0.1 -0.1 -0.4 0.12
C 0.8501 4.0100 -6.0722 -1.6 -0.5 0.8 -0.04
O 5.7439 -2.4633 1.4501 0.6 -1.1 -1.2 0.09
H 4.9130 0.1134 -4.7800 0.2 0.1 -0.3 0.11
C 4.2310 -4.5966 2.2811 -0.7 -0.6 0.4 0.01
C -4.4797 -0.3775 -1.2906 -1.0 0.5 -0.8 -0.04
C 0.7170 -0.2013 3.7279 -0.1 -0.3 -0.4 -0.09
H -3.3903 3.0884 4.3276 1.3 0.4 0.2 0.12
O 2.3557 3.2293 5.9195 -1.2 1.5 -0.1 0.04
O -1.1828 1.6718 -0.2970 -0.6 0.2 -0.2 0.07
H 2.9776 0.9984 -0.3948 -0.2 -0.6 0.2 0.10
H 1.9789 -4.5491 -1.1353 -0.3 -0.3 0.2 0.10
H 2.1031 2.1247 1.7337 -0.2 -0.2 -0.5 0.13
N -0.0812 1.8385 0.1740 -0.5 -1.8 0.2 -0.35
C 0.2568 0.9936 1.3480 0.5 1.2 -0.1 -0.12
H 4.4941 2.4493 -3.9871 0.1 0.1 -0.2 0.10
C 2.2240 -5.1695 3.5377 0.3 -1.2 -0.1 -0.07
C 1.3117 3.2762 -4.9291 -0.5 1.3 -1.6 -0.06